12
Properties=species:S:1:pos:R:3:forces:R:3:mulliken_charge:R:1 method="wB97M-V/def2-TZVPD" e_tot_ha=-625.38230 smiles="CN/N=C/C=S" homo_lumo_gap_ha=0.252 spin_multiplicity=1 de_lowest_kcal_mol=150.4 max_force_ev_per_a=12.93
S 2.8163 -1.4487 -2.7062 -1.736 -0.353 1.576 -0.267
N -0.5045 0.2751 0.8162 6.569 -2.832 2.953 -0.037
N 0.1530 -0.0048 -0.3514 -0.555 -1.192 2.391 -0.312
C -1.6943 1.0083 0.9831 -0.757 5.116 -0.391 -0.658
C 1.4970 -1.1352 -1.6868 1.704 0.428 -8.420 -0.298
C 1.3055 -0.8058 -0.4637 -3.243 1.394 12.434 0.013
H 1.7183 -1.3592 0.6407 -0.736 1.997 -3.386 0.156
H 0.1393 0.1146 1.7840 -2.387 0.371 -3.440 0.309
H -1.9419 1.4617 2.1819 0.932 -2.023 -3.826 0.259
H -1.4797 2.0271 0.3344 -1.003 -2.048 1.645 0.256
H 0.5216 -0.6560 -1.9833 1.132 -1.004 -2.389 0.327
H -2.5306 0.5230 0.4510 0.080 0.146 0.853 0.251

12
Properties=species:S:1:pos:R:3:forces:R:3:mulliken_charge:R:1 method="wB97M-V/def2-TZVPD" e_tot_ha=-625.43645 homo_lumo_gap_ha="0.274 / 0.305" spin_multiplicity=1 de_lowest_kcal_mol=116.4 max_force_ev_per_a=2.82
S -2.2476 0.5125 -0.0511 0.534 -0.880 -0.144 0.120
N 1.8543 -0.2824 -0.2679 1.526 0.452 1.153 -0.231
N -2.4987 -1.0341 0.4146 0.823 0.532 -0.098 -0.496
C -0.4104 0.6975 0.1758 -0.375 0.792 -0.414 -0.644
C 2.5176 0.3005 0.5868 -1.421 0.073 -0.568 -0.282
C 0.4675 -0.3479 -0.5533 -1.287 -2.095 1.373 -0.318
H 0.0271 -1.3528 -0.1794 0.968 1.155 -1.380 0.352
H -0.1197 1.5832 -0.3770 -0.608 0.832 0.171 0.349
H 3.5458 0.5392 0.4302 1.127 -0.177 0.281 0.245
H -3.4483 -1.3496 0.2163 -0.065 0.515 -0.040 0.252
H 0.5918 -0.2177 -1.6505 -1.714 -0.246 0.498 0.244
H -0.2794 0.9515 1.2554 0.493 -0.954 -0.832 0.411

12
Properties=species:S:1:pos:R:3:forces:R:3:mulliken_charge:R:1 method="wB97M-V/def2-TZVPD" e_tot_ha=-625.41039 homo_lumo_gap_ha="0.250 / 0.304" spin_multiplicity=1 de_lowest_kcal_mol=132.8 max_force_ev_per_a=4.27
S 1.0083 -0.2807 -2.0435 0.778 1.526 -0.281 -0.252
N 0.1948 -0.5436 2.5589 1.121 -4.076 -0.622 -0.681
N -1.3119 -1.5106 -0.6248 1.933 1.449 1.958 -0.526
C -0.9246 -1.0799 0.4842 -1.156 -1.354 -3.283 0.278
C -0.6727 -0.3821 1.6425 -0.518 2.417 -1.817 0.087
C 0.7246 1.4081 -1.5443 -0.021 -1.822 0.819 -0.543
H -0.0319 1.9042 -2.1167 -0.087 0.169 -0.523 0.310
H -1.0606 0.6514 1.4845 -0.639 -0.574 0.194 0.285
H 1.8353 -0.7221 -1.0555 -0.467 0.372 -0.196 0.206
H 0.2262 0.1806 3.1740 0.010 2.626 1.997 0.255
H -0.6422 -1.1882 -1.4942 -1.334 -0.814 2.050 0.280
H 0.6547 1.5629 -0.4650 0.380 0.080 -0.297 0.301

12
Properties=species:S:1:pos:R:3:forces:R:3:mulliken_charge:R:1 method="wB97M-V/def2-TZVPD" e_tot_ha=-625.44969 homo_lumo_gap_ha=0.356 spin_multiplicity=1 de_lowest_kcal_mol=108.1 max_force_ev_per_a=5.73
S 2.4229 0.1373 -0.0229 0.554 -1.029 1.287 -0.238
N -1.0445 1.7065 0.0021 -0.961 0.051 2.096 -0.719
N 0.7655 0.3160 -0.4806 0.897 -1.366 2.049 -0.045
C 0.0239 -0.9066 -0.2638 2.902 1.255 -2.319 0.072
C -1.2044 -1.0628 0.0750 -4.344 -3.730 0.087 -0.620
C 0.2116 1.6005 -0.1547 -1.243 -2.164 -1.109 0.197
H -1.6772 0.8226 0.3702 3.303 3.998 -1.877 0.272
H 2.4367 -0.5043 1.3180 -0.547 1.245 -2.065 0.157
H -1.3169 -2.2641 -0.2001 -1.405 3.263 1.515 0.148
H -2.0532 -0.3279 0.3506 1.257 -3.078 -0.452 0.242
H 1.0260 2.3604 -0.3200 -1.392 -0.173 0.309 0.298
H 0.4096 -1.8776 -0.6739 0.979 1.730 0.479 0.236

13
Properties=species:S:1:pos:R:3:forces:R:3:mulliken_charge:R:1 method="wB97M-V/def2-TZVPD" e_tot_ha=-1023.72656 homo_lumo_gap_ha=0.288 spin_multiplicity=1 de_lowest_kcal_mol=47.9 max_force_ev_per_a=2.33
S 1.5462 -0.6351 -0.7539 -0.441 0.141 0.785 -0.030
S 0.1342 -0.5233 1.7933 0.474 0.165 -1.081 -0.391
N -1.9880 0.9463 -0.1512 -0.772 0.087 1.161 -0.297
N -2.3501 0.7152 1.1149 0.196 -1.374 0.047 -0.284
C 0.1835 -0.0529 0.1696 0.427 -0.923 0.390 0.385
C 1.4269 0.1582 -2.3300 0.246 -1.117 -1.770 -0.995
C -0.8030 0.6346 -0.5974 -0.886 -0.030 1.296 -0.247
H 2.3613 -0.2508 -2.7163 0.123 0.308 -0.542 0.302
H 0.6516 -0.1321 -3.0864 0.331 -0.174 1.113 0.351
H 1.4981 1.2189 -2.3660 0.140 0.901 0.464 0.412
H -1.8507 -0.0740 1.6878 -0.660 1.864 -1.233 0.185
H -0.6705 0.8780 -1.6311 0.201 0.062 -0.180 0.375
H -3.3547 0.8237 1.2824 0.622 0.089 -0.451 0.235

13
Properties=species:S:1:pos:R:3:forces:R:3:mulliken_charge:R:1 method="wB97M-V/def2-TZVPD" e_tot_ha=-1023.76638 homo_lumo_gap_ha=0.309 spin_multiplicity=1 de_lowest_kcal_mol=22.9 max_force_ev_per_a=1.57
S -2.2413 -1.2069 -1.9449 0.459 0.591 0.488 -0.202
S -0.0466 0.4445 -0.7653 0.383 0.958 -0.438 -0.112
N 1.5916 1.3509 1.0976 -0.437 0.110 0.073 -0.255
N 0.7592 -0.8400 1.4214 -0.327 -0.203 0.286 -0.680
C -1.1525 -0.8461 -0.7822 -0.249 -1.528 -0.281 -0.206
C 2.2268 1.3708 2.4046 0.077 0.048 -0.266 -1.063
C 0.8564 0.2441 0.7828 -0.485 -0.588 0.022 0.642
H 2.7585 2.3104 2.4649 0.214 0.109 0.232 0.341
H 1.1867 2.2172 0.7729 0.169 0.055 0.020 0.269
H 1.5151 1.3032 3.2440 0.176 -0.071 -0.240 0.343
H 1.1043 -0.7873 2.3790 0.282 -0.048 -0.294 0.244
H -0.9460 -1.5806 0.0011 -0.130 0.354 0.183 0.325
H 2.9475 0.5458 2.4371 -0.132 0.211 0.214 0.354